No. 1
{
  "formula": "C8H16FNSi",
  "method": "wB97M-V/def2-TZVPD",
  "elements": ["C", "C", "C", "C", "C", "C", "C", "C", "N", "F", "Si", "H", "H", "H", "H", "H", "H", "H", "H", "H", "H", "H", "H", "H", "H", "H", "H"],
  "coordinates": [[1.305, -0.589, 0.576], [-0.273, -0.012, 2.916], [2.080, 2.558, -0.268], [-2.181, -0.436, -2.384], [-0.314, -3.017, -1.290], [0.232, 1.127, 2.036], [0.883, 1.609, -0.426], [0.776, 0.654, 0.725], [1.787, -1.641, 0.406], [-3.033, -2.425, -0.557], [-1.665, -1.736, -1.109], [-0.658, 0.377, 3.856], [0.533, -0.709, 3.133], [-1.068, -0.561, 2.411], [2.149, 3.225, -1.124], [1.971, 3.159, 0.629], [3.001, 1.985, -0.202], [-2.325, 0.544, -1.937], [-1.424, -0.334, -3.155], [-3.118, -0.725, -2.861], [0.057, -3.068, -2.310], [0.546, -2.756, -0.654], [-0.667, -4.000, -0.992], [1.014, 1.672, 2.585], [-0.577, 1.841, 1.848], [-0.032, 2.207, -0.497], [0.999, 1.049, -1.356]],
  "e_above_lowest_kj_mol": 0.00
}

=====

No. 2
{
  "formula": "C8H16N2O3Se2Te2V",
  "method": "wB97M-V/def2-TZVPD",
  "elements": ["V", "C", "N", "C", "C", "O", "C", "O", "C", "C", "O", "N", "C", "C", "H", "H", "H", "H", "H", "H", "H", "H", "H", "H", "H", "H", "H", "H", "H", "H", "Se", "Te", "Te", "Se"],
  "coordinates": [[0.791, 1.509, 1.262], [-2.494, -1.416, 2.675], [-1.283, -1.885, 2.012], [-0.859, -3.234, 2.340], [-0.557, -1.042, 1.284], [-0.906, 0.125, 1.061], [0.801, -1.479, 0.723], [1.352, -0.401, -0.009], [0.961, -0.329, -1.368], [0.492, 1.082, -1.707], [0.479, 1.950, -0.834], [0.119, 1.329, -2.969], [-0.224, 2.693, -3.355], [0.319, 0.371, -4.043], [-3.353, -1.989, 2.324], [-2.634, -0.363, 2.456], [-2.388, -1.552, 3.752], [-1.675, -3.932, 2.149], [-0.583, -3.295, 3.394], [-0.006, -3.538, 1.741], [0.719, -2.372, 0.098], [1.494, -1.682, 1.542], [0.165, -1.045, -1.586], [1.825, -0.577, -1.992], [-0.445, 3.269, -2.462], [-1.096, 2.666, -4.007], [0.608, 3.158, -3.886], [0.077, -0.641, -3.723], [1.343, 0.396, -4.423], [-0.356, 0.621, -4.859], [2.978, 1.097, 2.383], [3.221, 2.842, 4.176], [1.530, 4.608, 3.017], [-0.416, 3.054, 2.833]],
  "energy_ha": -6932.63909,
  "spin_multiplicity": 4,
  "s2": 3.765
}

=====

No. 3
{
  "formula": "C8H16NS2",
  "method": "wB97M-V/def2-TZVPD",
  "elements": ["C", "C", "C", "C", "C", "C", "C", "C", "N", "S", "S", "H", "H", "H", "H", "H", "H", "H", "H", "H", "H", "H", "H", "H", "H", "H", "H"],
  "coordinates": [[-1.272, -1.639, -0.905], [-2.274, -0.747, -1.213], [-0.768, -2.061, 0.279], [-1.202, -1.539, 1.590], [2.376, -0.483, -0.039], [-0.291, 1.764, -1.353], [2.203, 0.967, 0.244], [0.791, 1.334, 0.772], [-0.370, 1.219, -0.008], [-3.248, 0.262, -0.253], [-1.816, 1.471, 0.854], [-0.940, -2.188, -1.789], [-3.009, -0.795, -2.048], [-0.017, -2.903, 0.124], [-1.038, -2.442, 2.258], [-2.221, -1.102, 1.709], [-0.445, -0.765, 1.961], [2.911, -0.922, 0.820], [1.428, -0.891, -0.375], [3.133, -0.727, -0.802], [0.353, 2.618, -1.247], [0.007, 1.053, -2.122], [-1.261, 2.116, -1.481], [2.368, 1.538, -0.691], [2.912, 1.345, 0.935], [0.718, 1.059, 1.894], [0.975, 2.458, 0.884]],
  "charge": 1,
  "e_above_lowest_kj_mol": 152.92
}

=====

No. 4
{
  "formula": "C8H16O10RbS",
  "method": "wB97M-V/def2-TZVPD",
  "elements": ["Rb", "S", "O", "O", "O", "O", "C", "C", "O", "C", "O", "O", "C", "H", "H", "H", "H", "H", "H", "H", "H", "C", "C", "O", "C", "O", "O", "C", "H", "H", "H", "H", "H", "H", "H", "H"],
  "coordinates": [[-0.693, -4.480, 1.576], [3.473, -4.588, 3.693], [2.191, -4.504, 4.425], [4.394, -5.538, 4.317], [3.231, -5.060, 2.306], [4.059, -3.285, 3.695], [-0.618, 3.753, 2.461], [-1.196, 2.273, 2.588], [-2.076, 1.859, 1.494], [-2.616, 0.634, 1.455], [-2.228, -0.297, 2.201], [-3.542, 0.675, 0.454], [-4.168, -0.531, 0.142], [-0.009, 3.920, 1.573], [0.115, 3.954, 3.242], [-1.442, 4.454, 2.328], [-1.582, 2.186, 3.604], [-0.341, 1.605, 2.687], [-5.070, -0.696, 0.732], [-3.446, -1.347, 0.103], [-4.662, -0.404, -0.821], [2.683, 0.999, -1.469], [2.443, -0.287, -2.316], [1.306, 0.066, -3.167], [0.138, -0.701, -2.980], [-0.062, -1.685, -2.232], [-0.920, -0.271, -3.852], [-0.718, 0.994, -4.733], [3.720, 1.022, -1.131], [1.948, 0.954, -0.665], [2.392, 1.866, -2.062], [2.257, -1.172, -1.707], [3.208, -0.412, -3.081], [-0.704, 1.893, -4.116], [-1.605, 1.185, -5.337], [0.138, 0.964, -5.406]],
  "charge": -1,
  "e_above_lowest_kj_mol": 408.33
}

=====

No. 5
{
  "formula": "C8H16O2P",
  "method": "wB97M-V/def2-TZVPD",
  "elements": ["C", "C", "C", "C", "C", "C", "C", "C", "O", "O", "P", "H", "H", "H", "H", "H", "H", "H", "H", "H", "H", "H", "H", "H", "H", "H", "H"],
  "coordinates": [[0.763, -0.706, 1.086], [1.047, 1.674, -0.975], [-0.230, 1.370, -0.088], [2.395, 1.400, -0.223], [-0.443, -0.051, 0.366], [-1.651, -0.018, 1.285], [-1.195, -2.337, -0.714], [-0.775, -0.873, -0.948], [2.342, -1.225, -1.158], [3.558, -0.693, 1.024], [2.187, -0.428, 0.090], [0.904, -0.171, 1.933], [1.193, 0.874, -1.694], [0.930, 2.671, -1.484], [0.010, 1.940, 0.845], [-1.149, 1.863, -0.386], [3.243, 1.308, -0.886], [2.474, 1.985, 0.742], [-2.522, 0.333, 0.766], [-1.517, 0.744, 2.176], [-1.731, -1.076, 1.640], [-0.695, -2.744, 0.095], [-0.916, -2.936, -1.610], [-2.233, -2.135, -0.494], [-1.584, -0.285, -1.402], [0.102, -0.944, -1.553], [3.558, -0.060, 1.845]],
  "charge": -1,
  "e_above_lowest_kj_mol": 73.89,
  "smiles": "CC[C@@]1(C)C=[P@]([O-])(O)CCC1"
}

=====

No. 6
{
  "formula": "C8H16O3",
  "method": "wB97M-V/def2-TZVPD",
  "elements": ["C", "C", "O", "C", "O", "O", "C", "C", "C", "C", "C", "H", "H", "H", "H", "H", "H", "H", "H", "H", "H", "H", "H", "H", "H", "H", "H"],
  "coordinates": [[2.472, -1.416, 0.542], [3.451, -0.133, 0.478], [2.679, 1.097, 0.555], [2.239, 1.516, -0.730], [2.668, 2.559, -1.236], [1.282, 0.757, -1.486], [-0.037, 1.013, -0.844], [-0.766, -0.404, -0.752], [-2.003, -0.476, 0.264], [-2.219, 0.818, 1.174], [-3.421, -0.793, -0.454], [1.580, -1.212, 1.225], [3.029, -2.306, 1.002], [2.135, -1.655, -0.525], [4.135, -0.198, -0.427], [4.075, -0.178, 1.441], [-0.589, 1.702, -1.577], [0.199, 1.502, 0.153], [-1.197, -0.612, -1.801], [0.003, -1.201, -0.506], [-1.805, -1.378, 0.955], [-1.259, 0.940, 1.803], [-2.306, 1.793, 0.577], [-3.072, 0.695, 1.936], [-4.132, -1.117, 0.376], [-3.800, 0.224, -0.837], [-3.341, -1.539, -1.306]],
  "e_above_lowest_kj_mol": 255.37,
  "smiles": "CCOC(=O)OCCC(C)C"
}

=====

No. 7
{
  "formula": "C8H16Si",
  "method": "wB97M-V/def2-TZVPD",
  "elements": ["C", "C", "C", "C", "C", "C", "C", "C", "Si", "H", "H", "H", "H", "H", "H", "H", "H", "H", "H", "H", "H", "H", "H", "H", "H"],
  "coordinates": [[2.238, -0.283, -0.532], [1.447, 0.711, -0.169], [-1.028, -1.632, -1.265], [0.078, 1.007, -0.637], [2.990, -1.330, -0.184], [1.986, 1.699, 0.897], [-3.191, 0.666, -0.297], [-0.709, -0.648, 1.499], [-1.476, -0.114, -0.196], [-0.295, -1.958, -0.601], [-0.822, -1.288, -2.223], [0.050, 2.094, -0.527], [0.257, 0.945, -1.819], [-1.932, -1.921, -1.656], [2.433, -1.917, 0.640], [3.562, -1.974, -0.815], [2.733, 2.228, 0.422], [2.647, 1.100, 1.507], [1.277, 2.435, 1.332], [-3.415, 0.793, -1.319], [-4.020, -0.046, 0.153], [-3.201, 1.685, 0.123], [-0.642, -1.743, 1.724], [0.271, -0.311, 1.524], [-1.236, -0.197, 2.419]],
  "e_above_lowest_kj_mol": 443.88,
  "smiles": "C=C=C(C)C[Si](C)(C)C"
}

=====

No. 8
{
  "formula": "C8H17AsF6N3O2PPtS3",
  "method": "wB97M-V/def2-TZVPD",
  "elements": ["Pt", "C", "C", "O", "P", "S", "S", "O", "C", "C", "H", "H", "H", "H", "H", "H", "H", "H", "H", "H", "C", "C", "C", "N", "N", "C", "N", "S", "H", "H", "H", "H", "H", "H", "H", "F", "As", "F", "F", "F", "F", "F"],
  "coordinates": [[0.019, -0.591, -1.063], [1.931, 4.794, 0.438], [2.645, 3.636, -0.302], [2.129, 2.382, 0.274], [2.413, 0.832, 0.088], [0.869, -0.053, 1.119], [2.163, 0.201, -1.827], [3.873, 0.361, 0.539], [4.604, 0.921, 1.723], [5.424, -0.168, 2.343], [2.496, 5.766, 0.129], [1.995, 4.681, 1.540], [0.871, 4.927, 0.146], [3.734, 3.710, -0.108], [2.538, 3.560, -1.380], [3.958, 1.454, 2.405], [5.339, 1.713, 1.357], [4.824, -0.987, 2.683], [5.869, 0.366, 3.233], [6.204, -0.429, 1.630], [-6.273, 0.610, 0.625], [-4.841, 0.243, 0.952], [-4.059, -0.468, -0.069], [-2.717, -0.461, -0.131], [-2.166, -1.054, -1.159], [-3.129, -1.776, -1.851], [-2.905, -2.673, -2.770], [-4.758, -1.454, -1.278], [-6.579, 1.425, 1.339], [-6.825, -0.281, 0.870], [-6.332, 0.916, -0.408], [-4.818, -0.369, 1.834], [-4.307, 1.087, 1.249], [-1.940, -2.826, -3.043], [-3.622, -3.298, -3.261], [-0.231, -2.782, -2.445], [0.236, -3.936, -1.127], [1.705, -3.020, -1.074], [-0.349, -2.569, -0.047], [0.838, -5.094, -2.213], [-1.359, -4.447, -1.220], [0.532, -4.854, 0.258]],
  "spin_multiplicity": 5,
  "charge": 2,
  "s2": 6.030,
  "e_above_lowest_kj_mol": 0.00
}